[1]
Molecular formula: C19H18IN3O4Pd
Method: DFT, ωB97M-V/def2-TZVPD

Geometry (Å):
C (-2.500, -1.367, 0.803)
C (-2.013, -0.571, 1.943)
H (-3.034, -0.611, 0.197)
H (-3.084, -2.298, 1.025)
H (-1.559, -1.615, 0.174)
H (-1.023, 0.137, 1.756)
H (-2.697, 0.223, 2.207)
H (-1.591, -1.186, 2.675)
C (0.206, -0.334, -3.051)
C (0.466, 0.006, -4.381)
C (1.452, 0.970, -4.654)
C (2.149, 1.584, -3.625)
H (-0.567, -1.055, -2.731)
H (-0.119, -0.477, -5.164)
H (1.661, 1.248, -5.692)
H (2.899, 2.343, -3.788)
N (0.958, 0.262, -2.126)
C (1.879, 1.228, -2.313)
C (2.450, 1.802, -1.112)
N (1.979, 1.350, 0.061)
C (2.250, 1.691, 1.317)
C (3.834, 3.163, 0.282)
C (3.274, 2.618, 1.444)
H (1.670, 1.221, 2.127)
H (3.588, 2.892, 2.445)
C (3.419, 2.785, -0.992)
H (3.808, 3.205, -1.905)
H (4.617, 3.920, 0.373)
Pd (0.257, 0.224, -0.149)
I (-1.418, 2.159, -0.477)
O (2.396, -3.539, 0.299)
C (1.443, -2.797, 0.588)
O (1.491, -1.496, 0.437)
C (0.205, -3.494, 1.176)
C (-0.539, -4.390, 0.391)
C (-1.621, -5.041, 0.925)
C (-2.021, -4.814, 2.249)
C (-1.279, -3.921, 3.057)
C (-0.156, -3.270, 2.521)
N (-3.208, -5.371, 2.756)
O (-3.879, -6.120, 2.013)
O (-3.596, -5.091, 3.909)
H (-0.219, -4.566, -0.629)
H (-2.211, -5.725, 0.339)
H (-1.607, -3.725, 4.079)
H (0.449, -2.598, 3.162)

Cartesian forces (eV/Å) of the 2 atoms listed first:
1.246 -0.118 -2.549
2.584 2.713 0.144

Calculated values
**LUMO energy (alpha / beta)**: 3.75 / 3.74 eV
**Net charge**: -2
**Total energy**: -44231.520 eV
**Highest occupied orbital energy (alpha / beta)**: 1.16 / 1.16 eV

=====

[2]
Molecular formula: C25H52FN8O3OsP2Se2
Method: DFT, ωB97M-V/def2-TZVPD

Geometry (Å):
Os (0.469, -0.373, 0.060)
C (-3.342, 3.975, 2.323)
N (-2.181, 3.110, 2.485)
C (-1.894, 2.814, 3.880)
P (-0.912, 3.124, 1.430)
O (-0.148, 1.847, 1.423)
O (-1.648, 3.343, -0.013)
P (-1.872, 2.297, -1.234)
O (-0.776, 1.306, -1.298)
N (-1.883, 3.302, -2.546)
C (-2.378, 4.663, -2.543)
C (-1.947, 2.648, -3.838)
N (-3.356, 1.588, -1.013)
C (-4.609, 2.299, -1.149)
C (-3.484, 0.239, -0.524)
N (0.115, 4.425, 1.591)
C (1.247, 4.476, 0.690)
C (-0.317, 5.726, 2.062)
H (-3.274, 4.852, 2.970)
H (-4.238, 3.417, 2.602)
H (-3.425, 4.301, 1.290)
H (-1.854, 3.722, 4.488)
H (-0.934, 2.306, 3.944)
H (-2.675, 2.168, 4.288)
H (-2.397, 5.052, -1.528)
H (-3.378, 4.726, -2.982)
H (-1.716, 5.282, -3.154)
H (-1.525, 1.649, -3.759)
H (-1.373, 3.230, -4.558)
H (-2.975, 2.568, -4.199)
H (-4.450, 3.277, -1.596)
H (-5.090, 2.429, -0.175)
H (-5.295, 1.728, -1.782)
H (-2.495, -0.216, -0.492)
H (-4.130, -0.342, -1.185)
H (-3.924, 0.234, 0.478)
H (1.538, 3.455, 0.442)
H (2.084, 4.975, 1.183)
H (1.011, 5.025, -0.227)
H (-1.114, 5.626, 2.792)
H (-0.659, 6.361, 1.239)
H (0.526, 6.226, 2.543)
C (3.530, -1.075, 2.293)
Se (2.226, 0.363, 1.993)
C (1.158, 0.078, 3.610)
C (0.127, -1.021, 3.468)
Se (-1.134, -0.735, 1.968)
C (-1.931, -2.517, 2.103)
H (3.850, -1.023, 3.332)
H (4.395, -0.896, 1.659)
H (3.110, -2.053, 2.071)
H (0.693, 1.040, 3.832)
H (1.862, -0.162, 4.412)
H (-0.479, -1.084, 4.379)
H (0.603, -1.991, 3.292)
H (-2.382, -2.622, 3.090)
H (-1.186, -3.296, 1.961)
H (-2.718, -2.610, 1.355)
F (3.253, -6.221, -1.449)
C (2.391, -5.224, -1.358)
C (1.808, -4.712, -2.516)
C (0.916, -3.664, -2.412)
C (0.586, -3.110, -1.163)
C (-0.389, -2.018, -1.012)
C (1.176, -3.674, -0.016)
C (2.074, -4.714, -0.101)
H (2.045, -5.156, -3.471)
H (0.410, -3.310, -3.296)
H (-1.244, -2.362, -0.421)
H (-0.753, -1.663, -1.982)
H (0.890, -3.286, 0.955)
H (2.517, -5.156, 0.778)
C (2.681, 1.228, -1.285)
N (2.055, -0.105, -1.547)
C (1.526, -0.041, -2.952)
N (2.554, 0.301, -3.892)
C (3.119, 1.605, -3.584)
N (3.695, 1.550, -2.246)
C (4.755, 0.546, -2.211)
N (4.177, -0.750, -2.537)
C (3.174, -1.106, -1.574)
C (3.609, -0.703, -3.879)
H (3.145, 1.222, -0.289)
H (1.896, 1.991, -1.318)
H (0.734, 0.714, -2.976)
H (1.122, -1.020, -3.218)
H (2.333, 2.364, -3.612)
H (3.897, 1.859, -4.305)
H (5.198, 0.518, -1.213)
H (5.531, 0.800, -2.934)
H (3.629, -1.159, -0.580)
H (2.762, -2.085, -1.835)
H (3.196, -1.678, -4.149)
H (4.386, -0.435, -4.596)

Cartesian forces (eV/Å) of the 2 atoms listed first:
-0.209 0.015 -0.112
-0.331 0.120 -0.124

Calculated values
**ΔE to the lowest compared entry with this formula, charge and spin**: 0.41 kcal per mole
**LUMO energy (alpha / beta)**: -7.90 / -12.34 eV
**Net charge**: +3
**Multiplicity**: 5
**Total energy**: -199263.941 eV
**Highest occupied orbital energy (alpha / beta)**: -15.78 / -16.07 eV

=====

[3]
Molecular formula: C2H8O2P2S
Method: DFT, ωB97M-V/def2-TZVPD

Geometry (Å):
C (-0.475, 1.552, 1.332)
C (0.943, 1.062, 1.035)
O (1.719, -1.143, -1.532)
O (0.219, -1.483, 0.563)
P (0.428, -1.622, -1.045)
P (-1.289, -0.431, -1.747)
S (1.294, -0.640, 1.534)
H (-0.542, 2.483, 0.723)
H (-1.142, 0.781, 1.226)
H (-0.581, 1.724, 2.426)
H (1.679, 1.877, 1.343)
H (1.169, 1.145, 0.005)
H (-2.421, -1.393, -1.635)
H (0.217, -2.951, -1.205)
H (-1.217, -0.961, -3.023)

Cartesian forces (eV/Å) of the 2 atoms listed first:
2.535 1.818 1.379
0.326 1.167 0.569

Calculated values
**ΔE to the lowest compared entry with this formula, charge and spin**: 8.02 kcal per mole
**LUMO energy**: 0.65 eV
**Total energy**: -35710.826 eV
**SMILES**: CCSO[P@H](=O)P
**Highest occupied orbital energy**: -8.95 eV